16
Properties=species:S:1:pos:R:3:forces:R:3:lowdin_charge:R:1 method="wB97M-V/def2-TZVPD" charge=+1 homo_lumo_gap_ev=9.4 lumo_ev=-3.44 relative_energy_kj_mol=50.6 total_energy_ha=-267.30542 multiplicity=1
N 0.72111 -0.03583 0.56198 0.09 -0.07 0.12 0.167
C -0.31033 0.51962 -0.37859 0.17 0.50 -0.20 -0.140
C -1.71936 0.38053 0.20877 0.00 0.02 0.18 -0.284
N -2.73689 0.61388 -0.75645 0.27 -0.10 -0.23 0.017
H 0.48991 -0.99467 0.82734 -0.05 -0.03 -0.09 0.162
H 0.80624 0.48254 1.43648 -0.13 0.21 -0.06 0.173
H 1.65860 -0.08835 0.13906 0.18 -0.15 0.02 0.115
H -0.20487 -0.02530 -1.30626 -0.12 -0.34 -0.14 0.128
H -0.02337 1.55046 -0.61610 -0.16 -0.14 0.28 0.138
H -1.83308 1.08434 1.04504 0.08 -0.21 -0.03 0.127
H -1.79140 -0.64013 0.61992 -0.16 0.21 -0.01 0.123
H -3.17147 -0.16250 -1.22285 -0.05 0.23 0.10 0.087
H -3.15936 1.51968 -0.83216 -0.11 -0.16 0.04 0.086
H 3.51798 -1.35957 1.05652 0.32 -0.21 -0.14 0.067
H 3.60286 -1.81215 -0.43622 0.12 -0.01 0.16 0.074
O 3.28024 -1.12237 0.15436 -0.43 0.25 0.01 -0.039